The following is a DFT calculation (ωB97M-V with the def2-TZVPD basis set) of C40H84AsCuF9N3O17 as an isolated structure.

Each line ends with the Löwdin charge.
Cartesian coordinates (Å):
Cu: 0.7261 4.1109 -0.3385  0.7171
As: 0.7274 0.2437 0.3336  1.0221
F: -1.0008 -0.0417 0.6312  -0.2517
F: 0.9387 0.5323 2.1137  -0.2696
F: 2.4699 0.6017 -0.0068  -0.2561
F: 0.4071 -0.0243 -1.4599  -0.3004
F: 0.4079 1.9856 -0.1167  -0.3270
F: 1.0110 -1.5381 0.5152  -0.2714
C: -4.1840 4.1690 1.2241  -0.0336
C: -2.7993 3.8741 0.7524  -0.1919
N: -1.6733 3.6831 0.4780  0.1453
H: -4.2842 3.6480 2.1762  0.0667
H: -4.9321 3.7796 0.5336  0.0772
H: -4.2830 5.2457 1.3622  0.0840
C: 0.9018 2.3289 4.3801  -0.0293
C: 0.9104 3.0782 3.0835  -0.1952
N: 0.9711 3.6350 2.0898  0.1562
H: 0.3649 2.9920 5.0583  0.0804
H: 1.9071 2.1988 4.7808  0.0856
H: 0.3861 1.3792 4.2379  0.0538
C: 2.1022 -1.3877 -4.3565  -0.0586
C: 3.4526 -0.9824 -3.9704  -0.2617
N: 4.5334 -0.6621 -3.6550  0.1502
H: 1.6104 -0.5735 -4.8888  0.0710
H: 1.5084 -1.4732 -3.4465  0.0600
H: 2.0442 -2.3569 -4.8519  0.0925
C: -4.8880 -3.1704 -1.0160  -0.1266
O: -3.6148 -3.4411 -1.5305  -0.1846
C: -2.5913 -2.8388 -0.6972  -0.1581
C: -1.2816 -3.0955 -1.4849  -0.1832
O: -0.7531 -4.3894 -1.7417  -0.1524
C: -0.6361 -5.2380 -0.5511  -0.1527
C: 0.0831 -6.5760 -0.9011  -0.1613
O: 0.2287 -7.5240 0.2102  -0.1911
C: 1.1493 -8.5676 -0.0831  -0.1157
H: -5.0709 -3.3531 0.0429  0.0941
H: -5.5589 -3.8178 -1.5806  0.0890
H: -5.1792 -2.1796 -1.3648  0.0585
H: -2.5629 -3.3193 0.2808  0.1225
H: -2.7711 -1.7654 -0.6358  0.0988
H: -0.4324 -2.6531 -0.9640  0.0853
H: -1.4311 -2.7711 -2.5147  0.1217
H: -1.6256 -5.4779 -0.1620  0.1127
H: -0.2627 -4.6436 0.2828  0.1210
H: 0.9726 -6.2533 -1.4421  0.1100
H: -0.4552 -7.1084 -1.6852  0.1205
H: 2.1117 -8.1557 -0.3869  0.0827
H: 0.6960 -9.1604 -0.8776  0.0832
H: 1.3397 -9.2166 0.7716  0.0847
C: -4.2013 0.8167 -2.6395  -0.0973
O: -3.5253 0.9179 -3.8868  -0.1794
C: -2.4982 -0.0221 -4.0288  -0.2004
C: -1.9422 0.0806 -5.4796  -0.1325
O: -2.7252 -0.7646 -6.3477  -0.1174
C: -3.8326 -0.1188 -6.8184  -0.2394
C: -3.5852 0.4576 -8.2293  -0.1887
O: -2.4512 1.3622 -8.2368  -0.1977
C: -2.4101 2.1946 -9.4533  -0.0742
H: -3.6666 1.2209 -1.7800  0.0828
H: -4.4295 -0.2344 -2.4628  0.0709
H: -5.1166 1.4080 -2.6115  0.0888
H: -2.7475 -1.0733 -3.8847  0.1209
H: -1.7744 0.1221 -3.2267  0.1025
H: -0.9570 -0.3851 -5.4521  0.1103
H: -1.8155 1.0691 -5.9212  0.1185
H: -4.3708 0.6014 -6.2022  0.1261
H: -4.4829 -0.9779 -6.9831  0.1295
H: -4.5875 0.7674 -8.5250  0.1181
H: -3.3228 -0.3670 -8.8921  0.1196
H: -1.5164 2.8074 -9.3357  0.0838
H: -3.3513 2.6901 -9.6916  0.0814
H: -2.2128 1.5792 -10.3310  0.0750
C: -1.7115 4.4859 -2.4993  -0.0870
O: -0.4201 3.9690 -2.1464  -0.3389
C: 0.1457 3.0106 -3.0775  -0.1438
C: 1.6639 2.9734 -3.0401  -0.1419
O: 2.1899 3.1613 -1.7472  -0.2452
C: 3.5506 3.1822 -1.4607  -0.1577
C: 3.8038 3.6726 -0.0200  -0.1536
O: 2.8321 4.6990 0.1990  -0.3610
C: 3.2399 5.6095 1.2219  -0.1007
H: -1.8617 4.8026 -3.5315  0.0934
H: -1.8332 5.3246 -1.8138  0.0741
H: -2.5070 3.7590 -2.3354  0.0776
H: -0.2085 3.2263 -4.0855  0.1309
H: -0.2972 2.0472 -2.8248  0.1058
H: 2.0508 3.8883 -3.4889  0.1344
H: 2.0431 2.1155 -3.5954  0.1340
H: 4.0705 3.8688 -2.1289  0.1349
H: 3.9188 2.1581 -1.5210  0.1278
H: 4.7962 4.1149 0.0674  0.1291
H: 3.6542 2.9137 0.7480  0.1207
H: 3.6589 5.0438 2.0541  0.0883
H: 2.4096 6.2424 1.5350  0.0772
H: 3.9874 6.2837 0.8038  0.0912
C: -5.8312 0.4984 0.3328  -0.0987
O: -4.7490 1.0616 1.0936  -0.1942
C: -3.9699 0.0498 1.7547  -0.1434
C: -3.0524 0.7367 2.8304  -0.1672
O: -3.7926 1.0996 3.9903  -0.1482
C: -2.9742 1.6845 5.0107  -0.1669
C: -3.8676 1.8507 6.3256  -0.1624
O: -5.0648 2.6264 6.1549  -0.1883
C: -4.7550 3.9917 5.8752  -0.1013
H: -5.5315 -0.1163 -0.5160  0.0454
H: -6.3781 1.3080 -0.1505  0.0833
H: -6.6005 -0.0358 0.8905  0.0920
H: -3.3623 -0.4768 1.0188  0.0864
H: -4.6244 -0.6616 2.2584  0.1250
H: -2.5850 1.6520 2.4675  0.1010
H: -2.2557 0.0800 3.1798  0.1153
H: -2.5827 2.6288 4.6324  0.1057
H: -2.0990 1.0792 5.2469  0.0963
H: -3.2966 2.2788 7.1495  0.1100
H: -4.1811 0.9096 6.7776  0.1208
H: -5.7425 4.4474 5.9480  0.0911
H: -4.3817 4.0410 4.8523  0.0698
H: -4.0906 4.4841 6.5853  0.0886
C: 6.3426 -0.0625 6.0524  -0.1057
O: 6.9721 -0.6400 4.9231  -0.1840
C: 6.1314 -0.8887 3.7713  -0.1779
C: 5.1644 -2.1100 3.7679  -0.1576
O: 4.0004 -2.0413 4.5973  -0.1337
C: 3.1192 -0.9848 4.2712  -0.1819
C: 1.6816 -1.3682 4.7325  -0.2124
O: 1.4886 -1.0619 6.0734  -0.1754
C: 0.2070 -1.3722 6.5422  -0.1062
H: 5.7399 0.7756 5.7025  0.0805
H: 7.1365 0.1511 6.7681  0.0873
H: 5.6699 -0.7708 6.5359  0.0822
H: 6.8412 -0.9503 2.9464  0.1115
H: 5.5821 -0.0279 3.3900  0.1108
H: 5.7393 -2.9809 4.0828  0.1258
H: 4.8550 -2.3560 2.7521  0.1061
H: 3.0656 -0.8390 3.1923  0.1096
H: 3.4560 0.0088 4.5670  0.1091
H: 1.5791 -2.4359 4.5384  0.1283
H: 0.9377 -0.9470 4.0562  0.0940
H: 0.1863 -1.1168 7.6016  0.0930
H: 0.1121 -2.4525 6.4327  0.0905
H: -0.6055 -0.8971 5.9923  0.0704
C: 2.8950 -3.3800 -1.1802  -0.0702
C: 3.8592 -2.3190 -0.8062  -0.2601
O: 5.1595 -2.6820 -1.1589  0.0354
C: 6.2247 -2.2086 -0.5106  -0.3558
O: 6.1535 -1.4222 0.3969  0.1523
C: 7.5688 -2.8198 -0.9636  -0.5632
F: 8.1641 -1.8321 -1.5556  0.1944
F: 8.3925 -3.0667 0.0671  0.1636
F: 7.4413 -3.8510 -1.8174  0.1697
H: 1.8890 -2.9935 -1.3434  0.0576
H: 2.8097 -4.2007 -0.4680  0.0850
H: 3.2310 -3.7885 -2.1332  0.0870
H: 3.7393 -2.2879 0.2767  0.1198
H: 3.4939 -1.4316 -1.3231  0.0952

Values from the calculation:
E_LUMO (spin up / spin down) = -0.03 / -1.61 eV
E = -212043.879 eV
highest occupied orbital energy (spin up / spin down) = -4.62 / -9.06 eV
orbital gap (spin up / spin down) = 4.6 / 7.5 eV
spin multiplicity = 3



The following is a DFT calculation (ωB97M-V with the def2-TZVPD basis set) of C40H89N2O30P6Zr as an isolated structure.

Each line ends with the Löwdin charge.
Cartesian coordinates (Å):
Zr: 0.8807 0.2925 -0.3702  1.7710
P: 0.0259 -3.1942 0.0449  0.1295
O: 0.5276 -2.5133 -1.2311  -0.1645
O: -0.9199 -1.9352 0.2644  -0.2525
O: 1.2067 -2.4352 0.7461  -0.2074
O: -0.3827 -4.7025 0.1385  -0.3178
C: 2.7896 -7.6067 3.1239  -0.0807
C: 2.3550 -8.9569 3.5780  -0.2538
N: 2.0752 -10.0589 3.9414  0.1115
H: 3.2575 -7.6302 2.1398  0.0796
H: 3.4246 -7.1334 3.8728  0.0746
H: 1.9140 -6.9583 3.1580  0.0692
C: -1.5930 -3.6632 5.3110  -0.0861
C: -2.6799 -3.7491 6.2695  -0.2711
N: -3.4958 -3.8168 7.1017  0.1289
H: -0.7425 -3.1775 5.7893  0.0729
H: -1.6882 -3.0567 4.4103  0.0761
H: -1.2926 -4.6491 4.9562  0.0804
C: -5.9720 2.2879 5.0620  -0.0711
C: -4.9062 2.0735 4.0589  -0.3677
O: -5.2065 2.9087 3.0506  -0.1576
P: -4.0209 3.8064 2.4000  0.6019
O: -2.7906 3.1700 1.8087  -0.2721
O: -4.9177 4.7343 1.3278  -0.1883
C: -5.7282 5.7388 1.7821  -0.3401
C: -5.9024 6.7096 0.6350  -0.0634
O: -3.6161 4.8783 3.6069  -0.2269
C: -2.7538 5.9522 3.3207  -0.2963
C: -2.9160 6.8418 4.5234  -0.0685
H: -6.0536 3.3166 5.4130  0.0852
H: -6.9780 2.0374 4.7254  0.0872
H: -5.6910 1.7238 5.9513  0.0850
H: -3.9484 2.2188 4.5585  0.1216
H: -4.8514 1.0348 3.7331  0.1297
H: -6.6936 5.3090 2.0494  0.1249
H: -5.3673 6.2458 2.6769  0.1091
H: -4.9245 6.9468 0.2160  0.0747
H: -6.3932 6.3915 -0.2847  0.0785
H: -6.3701 7.5829 1.0897  0.0828
H: -1.7752 5.4748 3.2709  0.1151
H: -2.8916 6.4485 2.3601  0.1218
H: -3.6967 7.5838 4.3559  0.0757
H: -3.0710 6.2975 5.4550  0.0851
H: -2.1113 7.5224 4.8013  0.0758
C: 3.2012 -1.5056 6.8651  -0.0743
C: 3.2829 -0.5766 5.6832  -0.2649
O: 2.9862 0.8077 5.9511  -0.1817
P: 1.6756 1.5525 5.3187  0.5324
O: 1.4250 1.4408 3.8064  -0.3104
O: 0.4077 1.0849 6.2572  -0.2065
C: 0.4067 1.2409 7.6669  -0.2678
C: -0.7469 2.2229 7.9704  -0.0571
O: 1.8018 3.1009 5.6889  -0.1716
C: 2.8356 3.7923 5.0226  -0.2992
C: 3.1794 5.1381 5.6726  -0.0606
H: 2.2454 -1.4556 7.3866  0.0704
H: 3.4619 -2.5415 6.6485  0.0836
H: 3.9177 -1.2899 7.6578  0.0788
H: 4.2717 -0.6730 5.2346  0.1175
H: 2.6260 -0.9962 4.9212  0.1088
H: 0.3486 0.2873 8.1916  0.1178
H: 1.3180 1.7569 7.9693  0.1068
H: -0.6526 2.7654 8.9111  0.0771
H: -0.8468 2.9472 7.1620  0.0754
H: -1.6799 1.6644 8.0455  0.0722
H: 3.8215 3.3353 4.9372  0.1146
H: 2.4416 3.9002 4.0120  0.1130
H: 2.2858 5.7598 5.6170  0.0746
H: 3.4816 5.1074 6.7194  0.0810
H: 3.9964 5.5657 5.0914  0.0790
C: -3.7921 5.2602 -5.3404  -0.0443
C: -3.3596 4.0733 -4.4017  -0.2638
O: -3.4606 2.8087 -5.0440  -0.1975
P: -3.4980 1.5086 -4.0698  0.5503
O: -2.3449 1.3273 -3.1019  -0.3002
O: -4.9971 1.6493 -3.3930  -0.2146
C: -5.6118 0.6174 -2.5875  -0.2639
C: -6.8796 1.1344 -1.9662  -0.0757
O: -3.7059 0.2715 -5.1520  -0.1920
C: -4.7500 0.3798 -6.1137  -0.3015
C: -4.7926 -0.8169 -7.0608  -0.0597
H: -4.7255 5.1885 -5.8988  0.0770
H: -3.7769 6.1377 -4.6939  0.0723
H: -3.0245 5.4149 -6.0986  0.0678
H: -2.3383 4.1395 -4.0264  0.1122
H: -3.9443 4.0955 -3.4820  0.1056
H: -5.7066 -0.3216 -3.1328  0.1215
H: -4.9959 0.5119 -1.6944  0.1128
H: -7.6828 1.2051 -2.6996  0.0769
H: -7.2289 0.4103 -1.2303  0.0839
H: -6.7904 2.1141 -1.4967  0.0827
H: -5.7481 0.4359 -5.6791  0.1137
H: -4.5868 1.2959 -6.6814  0.1114
H: -3.8300 -0.9246 -7.5608  0.0741
H: -4.9319 -1.6814 -6.4117  0.0753
H: -5.5784 -0.7626 -7.8142  0.0853
C: 8.4285 0.4962 4.1863  -0.0714
C: 8.0965 1.0920 2.8827  -0.3045
O: 6.8407 0.6354 2.4029  -0.1897
P: 6.5574 0.5311 0.8072  0.5266
O: 5.0733 0.5509 0.5077  -0.3012
O: 7.3346 -0.7892 0.3498  -0.1751
C: 6.8706 -2.0558 0.6455  -0.3054
C: 6.1008 -2.6196 -0.5217  -0.0655
O: 7.4387 1.7497 0.0932  -0.2010
C: 7.1473 3.1267 0.3059  -0.2901
C: 8.3760 3.9655 0.4049  -0.0698
H: 7.6460 0.7783 4.8908  0.0822
H: 8.5107 -0.5901 4.2225  0.0865
H: 9.3766 0.8856 4.5574  0.0908
H: 8.1259 2.1806 2.9300  0.1186
H: 8.8128 0.7322 2.1440  0.1203
H: 7.6884 -2.7725 0.7213  0.1243
H: 6.3798 -1.9504 1.6130  0.1198
H: 5.3085 -1.9153 -0.7753  0.0615
H: 6.7336 -2.7152 -1.4041  0.0883
H: 5.6370 -3.5502 -0.1947  0.0840
H: 6.5296 3.3695 -0.5587  0.1232
H: 6.5216 3.2098 1.1945  0.1132
H: 9.1490 3.5771 1.0680  0.0788
H: 8.8222 4.2469 -0.5490  0.0832
H: 8.1365 4.9305 0.8514  0.0829
C: 1.3546 -2.0125 -8.3377  -0.0580
C: 1.4354 -1.1575 -7.0575  -0.2407
O: 2.6754 -0.3780 -6.9657  -0.2123
P: 2.5747 0.8927 -5.9708  0.5376
O: 2.3538 0.6096 -4.5024  -0.2929
O: 3.9747 1.6797 -6.3360  -0.2027
C: 5.2555 1.2623 -5.8463  -0.2351
C: 5.4176 -0.3023 -5.8364  -0.0667
O: 1.4601 1.8874 -6.6947  -0.1821
C: 1.5058 2.1934 -8.0507  -0.3149
C: 0.3573 1.7380 -8.9255  -0.0540
H: 1.5907 -1.4084 -9.2138  0.0699
H: 2.1199 -2.7882 -8.3634  0.0772
H: 0.3676 -2.4248 -8.5474  0.0832
H: 0.5547 -0.5230 -6.9579  0.1012
H: 1.4187 -1.7792 -6.1624  0.1139
H: 5.9237 1.6825 -6.5980  0.1144
H: 5.5066 1.6973 -4.8789  0.1114
H: 4.8804 -0.6744 -4.9641  0.0607
H: 4.9069 -0.6974 -6.7146  0.0648
H: 6.4550 -0.6023 -5.6881  0.0782
H: 1.6889 3.2676 -8.0773  0.1231
H: 2.4455 1.9301 -8.5361  0.1152
H: -0.6227 2.0792 -8.5920  0.0775
H: 0.4216 2.0107 -9.9789  0.0862
H: 0.2564 0.6533 -8.9609  0.0541
C: -3.5784 -9.2420 1.0491  -0.1570
C: -3.5231 -10.3945 1.9842  -0.1890
O: -4.8140 -10.6020 2.2379  0.0938
C: -5.6084 -10.1392 1.2616  -0.5912
O: -6.6944 -10.5027 0.9780  0.1935
O: -4.8515 -9.3559 0.5505  0.0906
H: -2.9198 -9.4130 0.1976  0.1362
H: -3.4217 -8.2297 1.4216  0.1352
H: -2.8404 -10.1082 2.7842  0.1452
H: -3.1199 -11.2120 1.3864  0.1426
C: -3.6069 -5.4575 -3.4077  -0.1599
C: -2.3569 -5.2709 -4.1624  -0.1352
O: -2.6867 -5.6910 -5.5024  0.0480
C: -3.8079 -6.4884 -5.4412  -0.4471
O: -4.3795 -7.1484 -6.3540  0.0992
O: -4.2458 -6.4629 -4.1466  0.0642
H: -4.1838 -4.5558 -3.2022  0.1336
H: -3.2825 -5.7819 -2.4189  0.1333
H: -1.5013 -5.8421 -3.8021  0.1339
H: -2.0245 -4.2336 -4.2013  0.1299

Values from the calculation:
E_LUMO = -7.12 eV
energy relative to the best compared isomer or geometry (same formula, charge and spin) = 0.0 kJ/mol
E = -164334.702 eV
highest occupied orbital energy = -11.94 eV
orbital gap = 4.8 eV
total charge = +1



Which value of E does entry 1 give?
-212043.879 eV